This record from OMol25 describes one molecule with the formula C4H7NO. The level of theory is ωB97M-V/def2-TZVPD.

Computed properties:
LUMO in eV: 0.8
Orbital gap in hartree: 0.3416
Highest occupied orbital energy in eV: -8.51
Energy in hartree: -286.41643
Energy relative to the best compared isomer or geometry (same formula, charge and spin) in kcal per mole: 135.0

Atoms and positions in Å:
1 C 1.916 0.209 0.303
2 C 0.814 -0.465 -0.379
3 N -0.765 1.313 0.339
4 O 1.152 -0.796 0.954
5 H 1.013 -1.255 -1.106
6 H -1.791 0.306 1.184
7 C -1.734 -0.167 0.177
8 H 2.948 -0.035 0.063
9 H -2.632 -0.012 -0.414
10 H 1.713 1.215 0.669
11 C -0.444 0.370 -0.568
12 H -1.497 -1.209 0.412
13 H -0.693 0.525 -1.633